DFT (ωB97M-V/def2-TZVPD) results for a structure of composition C46H39BIInN15PSSe at a distorted geometry.

The LUMO energy (alpha / beta) is -3.95 / -4.25 eV. As for the largest force on an atom: 4.683 eV Å⁻¹. The calculation puts the energy relative to the best compared isomer or geometry (same formula, charge and spin) at 0.00 kJ/mol. The spin multiplicity is 2. Its HOMO energy (alpha / beta) is -9.38 / -9.43 eV. The gap between HOMO and LUMO (alpha / beta) is 0.1994 / 0.1904 Eh. Its net charge is +1.

The geometry in XYZ format:
```
106
Properties=species:S:1:pos:R:3:forces:R:3
In 0.330 -1.419 -0.446 -1.38 -1.87 0.89
C 1.499 0.456 -4.625 -1.18 -0.33 0.37
C 2.025 -0.586 -3.858 -1.57 -0.25 1.31
N 1.030 -1.311 -3.267 1.07 -0.31 -0.99
N -0.149 -0.899 -3.805 2.25 3.85 -1.43
C 0.102 0.243 -4.555 1.38 -0.92 0.40
B -1.526 -1.483 -3.616 -0.49 0.33 0.84
N -1.225 -2.879 -3.141 0.10 -2.76 1.59
C -1.638 -4.081 -3.601 1.11 -0.55 1.11
C -1.119 -5.112 -2.792 -0.28 1.43 -0.13
C -0.439 -4.421 -1.770 -0.50 0.78 -0.05
N -0.509 -3.087 -1.951 -0.32 -0.83 -1.00
N -2.220 -0.764 -2.444 -1.73 1.11 2.33
C -3.534 -0.370 -2.308 1.18 0.27 0.61
C -3.751 0.166 -1.035 1.11 -0.28 -0.42
C -2.498 0.042 -0.394 0.39 -0.68 -0.63
N -1.599 -0.557 -1.211 -0.98 1.12 -0.88
N -2.419 -1.337 -4.869 0.65 -2.62 -0.81
C -1.937 -1.760 -6.119 -1.75 0.40 0.13
C -3.035 -2.220 -6.847 0.59 0.02 -0.07
C -4.152 -2.163 -5.972 2.30 0.80 2.08
N -3.735 -1.739 -4.738 -0.56 0.31 -2.26
H 2.075 1.273 -5.053 -0.45 -0.33 -0.21
H 3.060 -0.820 -3.644 -0.14 0.04 0.15
H -0.676 0.814 -5.010 -0.44 0.01 -0.19
H -2.288 -4.182 -4.435 -0.27 0.19 -0.60
H -1.287 -6.170 -2.908 0.05 0.11 0.06
H 0.019 -4.795 -0.846 -0.14 0.13 -0.62
H -4.216 -0.511 -3.125 0.05 0.02 0.01
H -4.673 0.592 -0.654 0.33 -0.21 -0.06
H -2.156 0.296 0.616 -0.35 -0.11 -0.52
H -0.899 -1.654 -6.419 -0.30 0.04 0.20
H -3.025 -2.592 -7.881 0.02 0.34 0.66
H -5.189 -2.377 -6.138 -0.12 -0.23 0.00
N 3.437 -3.707 1.839 0.90 -0.65 -1.45
C 3.782 -4.361 0.612 -1.91 0.66 0.31
C 4.589 -5.465 0.343 -0.86 -0.07 -1.09
C 4.520 -5.908 -0.997 0.33 0.40 0.97
C 3.741 -5.279 -1.968 -0.50 0.30 -0.32
C 2.881 -4.218 -1.692 0.26 -0.01 0.72
C 2.871 -3.777 -0.361 1.43 -0.33 1.11
N 2.134 -2.785 0.267 0.44 0.40 1.13
C 2.517 -2.745 1.584 -0.37 -0.56 -2.50
C 1.968 -1.811 2.525 -0.73 1.31 0.84
C 2.354 -1.909 3.896 0.09 -0.70 -0.79
S 1.625 -1.204 5.170 -0.25 0.36 0.69
C 0.662 0.213 2.529 1.26 -0.38 2.29
N 1.043 -0.932 1.992 0.82 -0.18 -0.81
H 3.929 -3.885 2.703 -0.27 0.20 -0.07
H 5.096 -6.045 1.110 0.15 0.31 -0.16
H 5.097 -6.763 -1.308 0.13 -0.15 0.10
H 3.772 -5.671 -2.981 0.00 0.06 0.14
H 2.229 -3.749 -2.425 0.12 -0.16 0.00
H 3.173 -2.609 4.139 -0.33 0.34 -0.33
H 1.178 0.495 3.482 -0.14 0.04 -0.73
Se 0.697 3.448 -1.857 -0.54 -0.97 0.58
N 2.394 3.753 -1.708 1.40 -0.45 0.43
C 2.978 2.652 -1.201 -0.95 0.16 -0.25
C 4.380 2.469 -0.965 0.06 -0.49 0.10
C 4.823 1.208 -0.623 -0.74 0.52 -0.05
C 3.843 0.165 -0.510 -1.55 0.54 -0.14
N 2.516 0.329 -0.608 1.00 -1.15 0.29
C 2.046 1.555 -0.930 0.03 1.20 -0.65
N 0.743 1.792 -1.152 1.22 0.29 -0.25
H 5.045 3.320 -1.079 -0.03 -0.16 -0.05
H 5.874 0.963 -0.421 -0.56 0.25 -0.24
H 4.178 -0.849 -0.362 -0.04 -0.26 0.21
I -2.959 -3.432 0.861 -0.09 -0.07 -0.37
C -1.075 -2.533 1.181 1.40 0.32 0.24
H -0.423 -3.317 1.646 -0.53 0.58 -0.37
H -1.278 -1.789 1.964 0.12 -0.20 -0.27
N -0.319 0.944 2.091 -0.89 1.20 -1.17
P -0.830 2.397 2.660 -0.54 -0.42 0.30
C 0.237 3.820 2.372 0.85 -0.02 0.29
C -0.302 5.108 2.275 0.26 0.15 -0.34
C 0.514 6.174 1.888 0.72 0.57 0.30
C 1.905 6.026 1.742 -1.23 -2.23 0.04
C 2.430 4.728 1.896 -0.24 0.55 0.28
C 1.625 3.641 2.236 -0.21 0.05 -0.53
C -2.373 2.910 1.832 -0.13 0.19 -0.33
C -2.309 3.550 0.573 -0.55 -0.26 -0.14
C -3.503 3.887 -0.113 0.21 -0.52 1.01
C -4.768 3.599 0.443 1.75 -0.30 0.72
C -4.784 3.034 1.729 -0.80 0.24 -0.58
C -3.633 2.729 2.430 0.52 0.11 -0.23
C -1.182 2.217 4.425 -0.48 -0.17 -0.18
C -1.682 0.983 4.844 0.13 -0.36 0.40
C -1.955 0.725 6.197 -0.13 0.47 -0.76
C -1.830 1.752 7.137 0.39 0.04 -0.79
C -1.374 3.008 6.691 -0.45 0.06 0.25
C -1.088 3.252 5.345 0.35 0.38 0.42
H -1.362 5.269 2.457 0.19 0.03 -0.20
H 0.113 7.172 1.718 -0.22 -0.30 0.21
H 2.558 6.809 1.440 0.17 0.63 -0.10
H 3.488 4.596 1.753 0.26 -0.19 0.03
H 2.060 2.637 2.316 -0.15 0.43 -0.03
H -1.316 3.795 0.148 -0.90 -0.25 0.17
H -3.432 4.361 -1.071 0.02 0.19 -0.37
H -5.688 3.826 -0.072 -0.02 0.04 -0.10
H -5.746 2.826 2.193 0.16 0.12 0.00
H -3.739 2.428 3.463 0.19 -0.37 -0.05
H -1.868 0.210 4.102 0.20 -0.04 0.21
H -2.307 -0.271 6.438 -0.02 0.15 0.27
H -2.088 1.562 8.177 0.18 0.21 -0.22
H -1.297 3.832 7.403 0.02 -0.27 -0.21
H -0.783 4.254 5.011 -0.02 -0.47 0.30
```
Positions in Å, forces in eV/Å.